{"formula": "C50H122N13O15P3", "method": "ωB97M-V/def2-TZVPD", "elements": ["P", "P", "P", "O", "O", "O", "O", "O", "O", "O", "O", "O", "O", "O", "O", "O", "O", "O", "N", "N", "N", "N", "N", "N", "N", "N", "N", "N", "N", "N", "N", "C", "C", "C", "C", "C", "C", "C", "C", "C", "C", "C", "C", "C", "C", "C", "C", "C", "C", "C", "C", "C", "C", "C", "C", "C", "C", "C", "C", "C", "C", "C", "C", "C", "C", "C", "C", "C", "C", "C", "C", "C", "C", "C", "C", "C", "C", "C", "C", "C", "C", "H", "H", "H", "H", "H", "H", "H", "H", "H", "H", "H", "H", "H", "H", "H", "H", "H", "H", "H", "H", "H", "H", "H", "H", "H", "H", "H", "H", "H", "H", "H", "H", "H", "H", "H", "H", "H", "H", "H", "H", "H", "H", "H", "H", "H", "H", "H", "H", "H", "H", "H", "H", "H", "H", "H", "H", "H", "H", "H", "H", "H", "H", "H", "H", "H", "H", "H", "H", "H", "H", "H", "H", "H", "H", "H", "H", "H", "H", "H", "H", "H", "H", "H", "H", "H", "H", "H", "H", "H", "H", "H", "H", "H", "H", "H", "H", "H", "H", "H", "H", "H", "H", "H", "H", "H", "H", "H", "H", "H", "H", "H", "H", "H", "H", "H", "H", "H", "H", "H", "H", "H", "H"], "coordinates": [[-7.673715, -2.791830, 3.448936], [-3.353445, -0.652550, -7.146514], [8.261525, -1.871250, 1.797006], [4.206105, -2.609810, -4.634504], [-2.906465, 4.191690, 5.634626], [-1.977405, -8.343940, -0.302814], [-7.386535, -1.457830, 2.796676], [4.099795, 3.172330, 8.509816], [3.556935, 6.619970, -2.006584], [0.121245, 0.203010, 0.562716], [2.146205, 5.990510, -3.650984], [4.967785, -1.455660, -6.447984], [-2.553345, -1.905500, -7.404784], [-2.327155, -10.577170, -0.128224], [3.635435, -8.398170, 1.275796], [-1.792925, 10.684420, -1.829594], [-4.839345, 4.578460, 4.609736], [9.652055, -1.627890, 2.365756], [-8.099765, -4.045000, 2.372446], [-8.965345, -2.572880, 4.669746], [-2.496065, 0.818310, -7.585734], [-3.765455, -0.437460, -5.507364], [-4.825055, 12.693500, -2.788864], [-6.355515, -3.463570, 4.213076], [8.350305, -2.608650, 0.285286], [5.672455, -11.011990, -0.448314], [-4.890465, -0.561190, -8.044794], [7.225155, -2.906600, 2.687906], [0.450605, 3.181550, 1.160756], [2.769025, 5.048990, 6.185986], [7.360625, -0.298980, 1.621656], [-5.036595, -3.146090, 3.670446], [-0.542245, 1.240590, -0.192784], [-5.702865, -1.800320, -8.157224], [-8.813075, -2.043390, 6.026446], [4.842635, 0.728380, -5.537634], [7.768075, -3.458140, 3.839596], [-1.884715, -9.621820, -0.729314], [2.923795, -8.258970, 2.350696], [4.676775, 8.379590, -3.234354], [4.294555, 6.653780, 6.894966], [-0.765345, 2.449690, 0.795256], [-8.747765, -5.225020, 2.874976], [-4.433695, 2.477200, 5.723306], [3.267275, 8.166400, -3.828264], [-6.507315, -4.582040, 5.169716], [7.829095, 0.858660, 2.436696], [-2.186545, 3.128050, 6.149076], [3.774115, 4.591640, 8.296936], [4.432445, -1.578850, -5.234304], [-3.512795, 11.109900, -4.316934], [4.328625, 2.621050, 9.824746], [2.960885, 6.740860, -3.155904], [-0.631485, -8.193190, -2.137564], [-2.844825, 11.658280, -1.884034], [-10.271955, -2.228640, 4.224336], [8.932825, -3.936470, 0.079136], [5.130645, -8.849670, -1.190194], [-1.816585, 3.420500, 0.197986], [5.961945, -3.441340, 2.190906], [5.965265, -0.159670, 1.224656], [-1.266745, -9.639790, -2.069464], [-5.293885, 0.517760, -8.891904], [4.138025, -9.693340, 0.928106], [-3.560995, -1.661160, -4.650714], [4.534605, 7.740630, -1.809704], [8.624705, -1.736770, -0.860034], [-2.129015, 1.081700, -8.957904], [5.291665, -0.122620, -6.758874], [-4.131635, 3.832760, 5.267006], [-1.810495, 1.653380, -6.529764], [-8.720505, -3.568280, 1.138266], [-2.192945, 9.347020, -1.530624], [-4.072785, 11.414230, -2.916584], [-0.078095, -1.114790, 0.160086], [-1.486205, -7.392070, -1.252824], [4.022585, 5.156930, 6.918176], [5.398795, -9.714330, 0.053036], [-3.338905, 2.277260, 6.829716], [-4.901675, 0.410390, -5.168784], [4.020685, -0.241110, -4.774014], [2.934315, 5.483330, 5.289256], [-5.479215, 2.236330, 5.915586], [-8.694785, -2.481570, 1.057646], [-1.562405, 3.868780, -0.762504], [-5.495545, 12.524560, -3.525074], [-1.469465, 2.639640, -6.844514], [-1.998685, -9.755900, -2.868764], [8.738375, -4.485190, -0.842394], [2.109865, -8.983570, 2.374606], [-3.510535, -1.327310, -3.614324], [-9.755295, -5.000430, 3.225026], [-8.614435, -6.011170, 2.131826], [2.977335, -0.115920, -5.063584], [-9.399625, -2.702260, 6.666726], [4.698255, 3.419030, 10.468716], [6.361675, -9.493620, 0.513736], [4.068485, 8.385910, -1.065094], [4.454665, 5.053150, 9.012456], [6.891025, -3.585870, 4.474066], [0.396625, -7.997550, -1.832874], [7.481215, 0.756890, 3.464666], [-2.603385, -2.124660, -4.887884], [0.716535, 3.670850, 0.318176], [-3.313605, 11.768590, -0.906184], [-4.120225, 1.767840, 4.957376], [2.541545, 8.934380, -3.560664], [0.171615, -1.225260, -0.895164], [-5.621115, -4.658920, 5.799656], [3.504305, 2.081960, 10.291626], [-4.394395, 11.040110, -4.954134], [-2.467285, 1.866310, -5.686314], [7.932995, -0.894380, -0.864544], [2.797605, 4.749940, 8.754616], [6.355345, -0.026500, -6.976664], [-4.840285, 0.402440, -9.876294], [-10.605895, -1.224430, 4.485416], [-2.864915, 3.122350, 0.182776], [-4.275425, -2.474730, -4.776464], [6.052695, -11.547970, 0.318656], [7.388865, 1.774350, 2.041966], [-4.690505, 10.586920, -2.567194], [-4.474145, 1.208600, -4.562024], [-2.359435, -6.929200, -1.712524], [-4.337155, 13.539240, -3.047254], [3.268815, 8.025850, -4.909164], [-1.571315, 0.970900, -0.430214], [8.645755, -4.555480, 0.929146], [3.814625, 7.345080, 7.587696], [-6.634895, -5.583050, 4.757646], [-1.143105, -1.314170, 0.278806], [5.355595, -2.674270, 1.709216], [5.364055, 7.931610, -3.952034], [1.164365, 2.467050, 1.149776], [-0.577955, -10.474170, -2.201634], [-4.977105, -2.067680, 3.523466], [4.876825, 4.650500, 6.468846], [-1.976205, 4.244320, 0.893646], [4.187365, -0.192300, -3.697944], [-3.271635, 10.049500, -4.242834], [-3.127525, 1.225160, 7.020726], [-2.864545, 9.378330, -0.672684], [6.373295, -10.972270, -1.174504], [-7.348985, -4.433500, 5.846216], [-6.679485, -1.531280, -8.559624], [-10.424945, -2.575410, 3.202356], [-2.335815, 12.609000, -2.042584], [8.450595, -2.708240, 4.239486], [-1.349985, 3.397260, 6.793896], [5.538195, -3.951330, 3.056036], [4.205545, -9.145470, -1.684974], [4.075825, -10.433290, 1.726036], [5.315115, 6.773970, 7.258446], [-1.819105, 2.100240, -9.191664], [0.276195, -1.823740, 0.908386], [-2.803145, 8.934580, -2.334144], [-4.799355, -3.792180, 2.825236], [-6.361405, 0.489790, -9.110374], [8.386745, -2.300800, -1.761884], [-4.356375, -3.451630, 4.465466], [5.538665, -1.068720, 0.800696], [-5.135035, -2.610430, -8.614834], [6.069295, 0.647140, 0.499176], [-9.323445, -1.081230, 6.069656], [-0.838125, -6.621200, -0.835864], [-10.841375, -2.977020, 4.775506], [4.235735, 1.621260, -5.687754], [-1.249655, 0.482860, -9.195024], [-1.375685, 8.631240, -1.442064], [5.326635, 0.138110, 2.056276], [2.404755, -7.300630, 2.367146], [8.902775, 0.747720, 2.285046], [-7.757985, -1.980990, 6.292876], [-5.451915, 0.797770, -6.026274], [2.742825, 4.048310, 6.051596], [5.103415, -7.783060, -0.967254], [5.858765, 0.871120, -5.169944], [-5.164405, 1.517970, -8.478474], [3.311405, -10.125860, 0.364426], [9.650545, -1.368340, -0.862004], [8.220525, -4.409840, 3.560886], [4.210925, 7.202490, 5.956866], [-5.666045, -0.141450, -4.621704], [6.230955, -4.058580, 1.333736], [3.648975, -8.248070, 3.164396], [-0.795165, -7.994940, -3.196814], [10.018945, -3.844860, 0.072896], [-2.725905, 0.672390, -9.772934], [-5.975035, -2.188560, -7.175744], [4.575315, 0.142820, -7.536364], [-1.208325, 2.118470, 1.734486], [-2.670625, 11.682900, -4.704904], [-1.731085, 2.543540, 5.349696], [5.955645, -9.049930, -1.873834], [-9.772445, -3.852630, 1.112506], [0.003575, 1.530350, -1.090684], [-0.964295, 1.146070, -6.066414], [-3.450035, 2.775960, 7.792556], [5.486985, 7.392990, -1.409434], [5.073405, 1.830720, 9.731086], [4.845245, 9.455770, -3.194724], [-8.270125, -4.036780, 0.263186], [-8.255825, -5.536330, 3.796496]], "forces_ev_per_a": [[-0.7, 2.0, 0.9], [0.0, 0.7, -1.3], [-0.2, 1.4, 0.6], [0.7, 0.7, -1.2], [0.8, 1.8, -0.4], [-0.2, 0.2, 1.5], [-0.1, -2.3, 0.3], [-0.3, -0.6, -1.2], [2.0, 0.2, 1.2], [0.6, 1.4, 0.1], [1.1, -0.1, 1.0], [1.0, -1.7, -0.1], [-1.4, 1.6, 0.5], [0.5, 1.3, -0.1], [3.8, -0.2, -5.2], [0.1, -0.2, -0.4], [0.9, -0.9, 1.0], [-2.7, -0.3, -0.3], [-0.4, 2.2, -0.1], [3.1, -0.3, -1.2], [-1.7, 0.1, 1.6], [0.3, -2.0, -1.3], [-0.9, -1.7, -0.4], [-1.2, 0.0, 1.2], [-1.1, 0.7, -1.2], [-0.7, -2.3, -0.1], [1.5, -0.8, 1.7], [0.6, 3.0, -2.9], [0.1, -0.5, -0.8], [0.4, -1.2, -0.3], [1.4, -2.4, 0.4], [-0.3, -0.7, 1.1], [-0.6, 0.2, 2.3], [0.7, 0.5, 1.1], [0.3, -0.6, -0.9], [1.6, -0.3, -0.5], [-0.1, -0.4, 1.0], [-1.2, -1.2, 0.4], [-1.8, 0.4, 3.3], [-1.5, 0.9, 0.2], [1.9, 1.0, 1.6], [-0.9, 0.2, -1.1], [0.7, -0.2, 1.1], [0.9, -1.6, 1.5], [1.0, -2.1, 0.8], [0.4, 0.3, 0.1], [0.0, -1.9, -1.0], [-0.3, -2.8, 0.8], [1.4, -1.0, 3.3], [-1.1, -1.4, 1.2], [-1.4, -1.5, 0.9], [0.3, 0.8, -0.9], [-2.8, 2.1, -2.9], [-0.2, -1.7, -2.5], [-0.9, -1.3, -0.1], [-0.7, -2.3, -0.3], [0.7, 0.2, 1.5], [0.6, 0.2, 0.4], [-0.1, 0.7, 0.8], [1.5, 0.4, -0.9], [0.9, -0.1, -0.1], [1.8, 0.9, -0.3], [-0.3, 0.3, -0.8], [-1.5, -0.5, -0.1], [0.6, 0.9, -0.3], [-0.3, -0.2, -1.3], [-0.7, 0.0, 0.1], [1.7, -1.3, -0.8], [-2.3, 1.2, -0.6], [-2.0, 2.0, -1.9], [-0.6, -0.9, 0.1], [-0.5, -0.1, -0.3], [-1.2, 0.7, -0.5], [3.7, 2.4, 1.1], [-1.8, 0.2, 0.0], [-0.7, 0.3, 0.2], [-1.5, 1.2, 0.1], [-0.4, 1.6, -0.6], [0.8, 0.5, -0.5], [0.3, 0.0, 0.3], [0.0, 0.3, 1.3], [-0.3, -0.2, -0.4], [0.2, 0.5, 0.3], [0.4, -0.1, -0.1], [0.2, -0.2, -0.1], [-0.8, 0.8, 0.0], [-0.1, -0.2, -0.8], [-0.3, 0.1, 0.2], [-0.9, 0.6, -0.2], [-0.1, -0.5, 0.8], [-0.2, -0.1, 0.0], [-0.5, -0.4, -0.6], [-0.6, -0.1, 0.1], [-0.2, -0.1, 0.4], [0.3, -0.1, 0.5], [0.0, -0.1, 0.3], [-0.5, 1.5, 0.8], [0.0, 0.2, -0.3], [0.3, 0.7, 0.0], [0.5, -0.4, 0.8], [0.1, -0.9, -0.3], [0.3, 0.1, 0.3], [0.1, 0.3, -0.1], [0.0, 0.8, -0.2], [-0.1, -0.2, 0.3], [-0.1, 0.1, -0.4], [-0.1, -0.3, 0.2], [0.5, -0.7, 0.1], [0.2, 0.3, 0.0], [-0.7, 0.6, -0.2], [0.2, 0.6, -0.7], [-0.3, -0.2, -0.2], [0.2, 0.1, 0.2], [-0.4, 0.3, -0.8], [-0.3, 0.0, -0.3], [0.2, 0.6, -0.2], [0.1, 0.1, -0.5], [0.2, -1.1, -0.4], [-0.5, 0.3, 0.0], [0.1, -0.5, -0.2], [0.3, 0.0, -0.3], [-0.1, 0.2, 0.0], [-0.7, 0.3, 0.1], [0.1, 0.0, -0.1], [0.6, -0.2, -0.1], [-0.1, 0.1, 0.1], [0.0, -0.6, -0.4], [0.1, -0.2, -0.1], [-1.0, -0.7, 0.3], [0.1, 0.0, -0.5], [-0.6, -0.1, -0.6], [-0.4, 0.0, 0.8], [0.4, -0.2, 0.7], [0.5, -0.3, 0.7], [0.1, 0.1, 0.2], [0.2, -0.3, -0.5], [0.0, -0.2, -0.1], [0.7, 0.4, 0.1], [-0.6, 0.1, 0.0], [0.8, -0.1, -0.3], [0.2, 0.1, -0.1], [0.3, -0.3, 0.5], [0.0, 0.0, 0.0], [-0.1, 0.3, -0.2], [0.3, -0.3, -0.7], [0.0, 0.8, -0.3], [-0.1, 0.0, -0.6], [0.3, -0.7, 0.5], [-0.5, 0.6, 0.2], [-0.6, -0.1, -0.6], [0.0, -0.1, 0.1], [1.0, 0.4, 1.0], [0.5, 0.2, -0.4], [-0.6, 0.2, 0.4], [1.1, 0.2, -0.4], [-0.2, 0.0, -0.3], [0.1, 0.5, -0.5], [-0.2, -0.3, 0.3], [0.3, 0.0, -0.1], [0.4, 0.3, 0.0], [0.2, 0.3, -0.3], [-0.4, 0.1, -0.6], [-1.1, 0.1, -0.3], [0.4, 0.4, 0.2], [-0.6, 0.0, 0.8], [-1.2, 0.4, 0.2], [0.8, 0.2, -0.5], [0.8, 0.1, 0.1], [0.3, 0.7, 0.4], [-0.1, 0.1, 0.1], [0.2, 0.3, -0.2], [0.1, 0.9, 0.8], [-0.2, 0.0, 0.3], [0.5, 0.1, -0.2], [-1.0, -0.3, -0.7], [-0.1, -0.1, 0.0], [-0.6, 1.0, 1.3], [0.6, -0.1, 0.0], [0.1, -0.2, -1.0], [0.1, 0.0, -0.2], [0.4, -0.3, 0.9], [0.0, -0.8, -0.4], [0.2, -0.1, 0.3], [-0.5, -1.0, 0.2], [-0.7, -0.4, 1.2], [0.7, 0.9, 0.0], [0.3, -0.1, 0.3], [-1.1, 0.4, 0.6], [0.2, 0.1, 0.4], [0.8, 0.0, -0.9], [0.1, -0.7, -0.1], [-0.3, 0.2, 0.2], [0.0, 0.0, -0.4], [0.0, 0.3, -0.2], [-0.3, 0.0, 0.1], [0.2, 0.0, -0.1], [0.3, -0.2, -0.3], [-0.9, -0.1, 0.0], [-0.3, -0.5, -0.1], [0.4, 0.3, -0.3], [0.5, -0.1, 0.3], [0.2, 0.1, 0.0], [0.1, -0.2, -0.3]], "charge": 0, "total_energy_ha": -4842.54095, "gap_ev": 8.221, "smiles": "CN(C)P(=O)(N(C)C)N(C)C.CN(C)P(=O)(N(C)C)N(C)C.CN(C)P(=O)(N(C)C)N(C)C.COC[C@H](C)N.COC[C@H](C)N.COC[C@H](C)N.COC[C@H](C)N.O=C1CCCO1.O=C1CCCO1.O=C1CCCO1.O=C1CCCO1"}